Record 1
55
Properties=species:S:1:pos:R:3 method="wB97M-V/def2-TZVPD" spin_multiplicity=1 e_lumo_ev="-18.09 / -18.08" charge=+4 fmax_ev_per_a=9.323 e_homo_ev="-20.6 / -20.6" gap_ev="2.503 / 2.522" e_tot_ev=-62659.3102
Ti -0.10358 -0.72358 0.48373
C -2.07726 -0.33485 0.16743
O -3.20857 -0.06465 0.04554
C -0.01586 1.32445 0.85557
O -0.05112 2.46983 1.14019
C 1.65151 0.29372 0.91134
O 2.69601 0.80332 1.12963
C -1.40119 1.21635 -2.61934
P 0.05788 0.43506 -1.76848
H 0.55205 -1.03472 -3.50733
H -2.24103 0.55952 -2.34696
C 1.50436 1.24907 -2.60319
H 1.21780 1.21368 -3.66523
C -1.26464 1.24306 -4.14629
H -1.00793 0.27155 -4.58557
H -0.52235 1.98151 -4.47650
H -2.23165 1.54786 -4.57072
C -1.70942 2.61291 -2.07415
H -0.95245 3.34714 -2.36967
C 1.11864 -2.16010 -1.73887
H -1.80278 2.63061 -0.98222
H -2.66783 2.93834 -2.50192
C -1.25172 -1.89338 -2.73605
H 1.14060 -1.99017 -0.62457
H 0.82958 -3.21105 -1.91270
H 2.15046 -2.01530 -2.09746
C 0.13585 -1.26205 -2.51635
H -1.15282 -2.98685 -2.76329
H -1.66667 -1.58065 -3.70492
H -1.96962 -1.63409 -1.94330
C 2.82835 0.50535 -2.43431
H 3.07310 0.37249 -1.37290
H 3.61726 1.12701 -2.88081
H 2.83927 -0.46505 -2.93854
C 1.67731 2.70985 -2.18623
H 1.79111 2.80037 -1.09789
H 0.86026 3.35823 -2.51568
H 2.59980 3.08730 -2.64811
H -0.87969 -2.35474 0.15477
H -0.16578 -2.54748 0.51915
N 0.33645 0.17120 7.27777
C 0.51087 0.44517 5.94741
O 1.00202 1.49482 5.53485
C 0.00566 -0.58752 4.99492
C -0.62650 -1.78171 5.36388
C -1.20103 -2.55660 4.35829
C -1.20355 -2.10748 3.03447
N -0.45216 -1.04378 2.66543
C 0.13889 -0.29553 3.62911
H 0.71914 0.82677 7.93857
H 0.09971 -0.74471 7.63019
H -0.65448 -2.09485 6.40536
H -1.63897 -3.51604 4.59460
H -1.75276 -2.61927 2.23929
H 0.71951 0.56965 3.30802

---

Record 2
68
Properties=species:S:1:pos:R:3 method="wB97M-V/def2-TZVPD" spin_multiplicity=1 e_lumo_ev=-7.04 charge=+1 fmax_ev_per_a=7.350 e_homo_ev=-8.7 gap_ev=1.698 e_tot_ev=-181798.6465
C -0.87677 1.57279 1.48021
C 0.32213 0.97420 1.57868
P 2.13827 0.42191 1.34085
O 3.12569 1.87742 1.33481
C 2.29900 2.95407 0.83219
N 1.72976 4.02381 0.71852
H -1.84049 2.10535 1.12183
H 2.31802 -0.11330 0.00883
N -1.04491 -2.17194 0.85178
O -1.89170 -1.39984 0.41598
O 0.05082 -1.74000 1.26572
O -1.27683 -3.40681 0.89070
Al -1.17328 -3.09138 2.70740
Cl 1.34166 -0.90084 -5.08080
C 2.06755 0.34597 -4.01827
C 2.63501 -0.25745 -2.74949
Cl 1.35748 -0.87207 -1.67259
H 1.30341 1.09788 -3.80176
H 2.86475 0.82683 -4.59001
H 3.17988 0.50578 -2.19151
H 3.32232 -1.07943 -2.96305
Cl -1.79329 -0.21588 2.66344
C -3.64289 -2.39182 -3.70327
C -4.71991 -1.44073 -4.22845
C -5.96809 -1.64062 -3.36723
S -5.38829 -2.18722 -1.76545
O -5.84389 -3.54089 -1.54858
O -5.60328 -1.13564 -0.79636
C -3.65615 -2.23480 -2.18869
H -2.66004 -2.16252 -4.12193
H -3.89516 -3.42212 -3.97570
H -4.36980 -0.40701 -4.13559
H -4.93695 -1.61934 -5.28438
H -6.52993 -0.71278 -3.25119
H -6.61561 -2.41888 -3.77570
H -3.16785 -3.05795 -1.66706
H -3.21295 -1.28269 -1.88776
C 8.09209 1.91320 -0.78685
C 6.72478 2.40815 -1.25083
C 5.57038 1.52701 -0.76759
C 5.73104 0.12938 -1.30245
N 5.85853 -0.98054 -1.72862
H 8.32130 0.92151 -1.18657
H 8.87659 2.59133 -1.13243
H 8.14313 1.86364 0.31171
H 6.71930 2.45774 -2.34447
H 6.57303 3.42721 -0.88139
H 4.61642 1.93459 -1.11555
H 5.54542 1.49146 0.32560
C 0.01173 2.33800 -1.87040
O 1.31305 2.20879 -2.10146
H -0.31236 2.35241 -0.80746
H -0.48065 3.25145 -2.25158
H -0.65503 1.55194 -2.28012
Mg 7.57286 2.11644 2.17283
Br 0.90335 -0.61196 -7.32791
O -3.17442 -2.18194 4.90923
C -3.11970 -1.29589 5.73267
O -2.39671 -0.15466 5.57916
C -2.46854 0.61796 6.78283
C -3.71886 0.14547 7.48386
C -3.79092 -1.30973 7.07763
H -1.56549 0.43093 7.37169
H -2.51534 1.68033 6.53549
H -3.69071 0.29864 8.56416
H -4.58960 0.67991 7.09005
H -3.22009 -1.95045 7.75431
H -4.82228 -1.65438 6.99834

---

Record 3
63
Properties=species:S:1:pos:R:3 method="wB97M-V/def2-TZVPD" spin_multiplicity=6 e_lumo_ev="4.01 / 4.01" charge=-2 fmax_ev_per_a=1.580 s_squared=9.334 e_homo_ev="-1.3 / -1.3" gap_ev="5.270 / 5.273" e_tot_ev=-189984.6007
Dy 0.08602 -1.13675 -0.38971
C -2.88559 -0.00531 3.21437
C -3.81418 0.13865 2.00956
S -3.14432 0.93940 0.51806
C -2.77608 2.63208 1.12970
C -1.51165 3.13567 0.46819
S -0.07909 2.02533 0.69022
C 0.37728 2.22717 2.45120
C -0.50882 1.53834 3.48016
S -1.08895 -0.11359 2.87698
H -3.02354 0.80604 3.92930
H -3.11577 -0.94663 3.71342
H -4.07365 -0.84861 1.62530
H -4.72703 0.66462 2.30552
H -3.62283 3.27787 0.88473
H -2.66952 2.58119 2.20930
H -1.64593 3.14752 -0.61816
H -1.24225 4.13029 0.82250
H 1.36371 1.76289 2.45741
H 0.46756 3.29469 2.66451
H 0.07123 1.35584 4.38748
H -1.37447 2.14268 3.74406
N -1.38363 -1.90886 -2.46441
C -2.47075 -1.10017 -3.00877
C -1.94965 0.20120 -3.62708
C -1.46978 1.19869 -2.54423
O -1.95974 2.32476 -2.52344
O -0.53773 0.78203 -1.78626
H -0.79733 -2.25020 -3.23232
H -1.81778 -2.77970 -2.08029
H -3.15995 -0.86762 -2.18611
H -3.03284 -1.65619 -3.78121
H -2.73163 0.68624 -4.21358
H -1.10772 -0.03279 -4.29028
S -0.99110 -5.63571 1.61114
As -1.03197 -4.12555 0.14696
S 0.95607 -3.63478 -0.65391
S -1.92690 -2.24545 0.92389
S -2.29415 -4.80824 -1.43088
N 1.70541 0.20294 -3.20066
C 2.76524 0.43721 -3.98964
C 3.64206 -0.60875 -3.79810
C 3.01422 -1.42841 -2.85040
N 1.84685 -0.92069 -2.49869
H 0.89326 0.78012 -2.97869
H 2.81793 1.29637 -4.63029
H 4.60129 -0.75214 -4.25670
H 3.35284 -2.35232 -2.42334
C 1.60263 -2.16389 2.63039
C 2.44880 -1.10761 1.98490
C 3.69817 -0.70045 2.40247
C 4.07053 0.36014 1.56240
C 3.03046 0.54242 0.67626
C 2.95191 1.63065 -0.35163
N 2.02064 -0.35488 0.92030
H 2.19763 -3.04231 2.88169
H 0.79334 -2.48682 1.96664
H 1.13829 -1.79262 3.54875
H 4.27589 -1.12621 3.20604
H 4.98979 0.92350 1.59478
H 3.92311 1.78050 -0.82687
H 2.65920 2.58012 0.10363
H 2.20495 1.40607 -1.10654

---

Record 4
60
Properties=species:S:1:pos:R:3 method="wB97M-V/def2-TZVPD" spin_multiplicity=1 e_lumo_ev=0.11 e_above_lowest_kj_mol=0.0 fmax_ev_per_a=0.236 e_homo_ev=-8.3 gap_ev=8.447 e_tot_ev=-207349.2294
Be 1.06984 1.13962 -1.02536
Cl -4.49478 4.99613 -0.67097
C -2.90802 4.30128 -0.81928
C -2.14959 4.08720 0.31784
C -0.89604 3.52049 0.18227
Cl 0.03859 3.18732 1.60848
C -0.35347 3.16429 -1.05976
O 0.85562 2.64386 -1.17330
C -1.17104 3.39345 -2.17389
Cl -0.57291 2.91606 -3.72808
C -2.43143 3.95446 -2.06975
H -2.53135 4.34364 1.29546
H -3.03369 4.10814 -2.95335
C 1.79420 -1.48528 -2.83515
Se 2.48468 0.32709 -2.82659
C 4.10689 -0.00365 -1.80241
C 3.86210 -0.37643 -0.35047
Se 2.73460 0.88131 0.61958
C 3.69565 2.51762 0.20358
H 2.39755 -2.09635 -3.50073
H 0.76773 -1.42820 -3.18790
H 1.78159 -1.88371 -1.82544
H 4.69269 0.91055 -1.88487
H 4.66202 -0.79407 -2.30857
H 4.80906 -0.46623 0.18312
H 3.33488 -1.32580 -0.26469
H 4.73607 2.42201 0.50512
H 3.20969 3.30071 0.77986
H 3.60302 2.76083 -0.85140
C -3.66326 -1.58400 0.93407
C -2.91777 -0.26596 0.79876
C -3.18032 0.38245 -0.55362
C -3.26210 0.68742 1.93002
O -1.48899 -0.52444 0.98337
P -0.53259 -1.09250 -0.14886
O -1.09743 -2.20125 -0.93394
O -0.04728 0.12831 -0.94631
O 0.75991 -1.49954 0.71232
C 0.89688 -2.76961 1.42502
C 1.31346 -3.84006 0.42458
C -0.40180 -3.15457 2.11971
C 1.98929 -2.51575 2.45033
H -4.73732 -1.40666 0.85281
H -3.46115 -2.03444 1.90739
H -3.35605 -2.27471 0.15030
H -4.23748 0.64214 -0.62781
H -2.93615 -0.30157 -1.36740
H -2.59103 1.29282 -0.66714
H -4.32133 0.94666 1.89446
H -2.67101 1.59850 1.84452
H -3.04543 0.22392 2.89332
H 0.55491 -3.93688 -0.35102
H 1.43568 -4.80063 0.92783
H 2.26740 -3.57928 -0.03949
H -1.19175 -3.34104 1.39247
H -0.72549 -2.36607 2.79859
H -0.23622 -4.06773 2.69382
H 2.91809 -2.22044 1.95922
H 2.18126 -3.42166 3.02638
H 1.69091 -1.71980 3.13294

---

Record 5
65
Properties=species:S:1:pos:R:3 method="wB97M-V/def2-TZVPD" spin_multiplicity=1 e_lumo_ev=-0.49 e_above_lowest_kj_mol=0.0 fmax_ev_per_a=2.194 e_homo_ev=-8.8 gap_ev=8.316 e_tot_ev=-216310.6607
C -1.69114 -1.94942 0.21542
C -2.32368 -0.86356 0.68255
C -3.01095 0.02099 -0.30110
C -2.75407 1.31291 -0.56624
C -1.75579 2.26108 -0.02330
Br -2.49380 3.92966 0.63767
C -0.42517 2.05441 0.01746
C 0.21241 0.77082 -0.48798
Br 0.73509 3.42533 0.74108
C -3.79391 1.74109 -1.60542
O -3.85761 2.80105 -2.10859
O -4.63592 0.68568 -1.83154
C -4.17659 -0.43325 -1.15567
O -4.63113 -1.50360 -1.28928
H -1.04358 -2.58174 0.81566
H -1.79386 -2.19906 -0.84896
H -2.28417 -0.65052 1.74802
H 0.06181 -0.03448 0.23479
H -0.09182 0.49802 -1.50106
H 1.29871 0.94263 -0.51930
O -4.19899 0.90518 3.12837
S -4.26014 2.16423 3.81512
O -3.22209 3.13762 3.66308
O -4.49774 1.88959 5.37717
C -3.59227 0.99995 6.04867
C -2.26457 1.66451 6.36145
C -5.81357 2.93215 3.48744
H -3.45143 0.08989 5.46158
H -4.08486 0.71247 6.97677
H -1.70915 1.88431 5.44965
H -1.65057 1.01253 6.98395
H -2.42135 2.60947 6.88207
H -6.60572 2.20461 3.64352
H -5.80094 3.26235 2.45045
H -5.92943 3.78493 4.15145
O 4.53735 0.46201 -0.38863
S 5.45368 1.49954 -0.01197
O 4.98869 2.75429 0.49870
O 6.45573 1.77335 -1.23238
C 5.88509 2.05979 -2.51956
C 5.37150 3.48427 -2.61364
C 6.64759 0.84186 1.10809
H 5.09861 1.33901 -2.75314
H 6.68527 1.91089 -3.24360
H 4.51138 3.63714 -1.96176
H 5.06688 3.71168 -3.63580
H 6.14226 4.19139 -2.30619
H 7.03626 -0.08807 0.70169
H 6.14204 0.65968 2.05382
H 7.44170 1.57195 1.24178
O -0.75640 -3.63856 -2.30944
S -0.22141 -4.88538 -2.77634
O 0.56221 -5.72096 -1.91654
O 0.58788 -4.62226 -4.13341
C 1.61200 -3.61376 -4.12331
C 2.88458 -4.09667 -3.45337
C -1.52074 -5.84979 -3.47789
H 1.23899 -2.70098 -3.65390
H 1.81464 -3.38023 -5.16772
H 2.73272 -4.25454 -2.38577
H 3.68133 -3.36249 -3.57745
H 3.20631 -5.04698 -3.88011
H -2.09038 -5.22716 -4.16265
H -2.15304 -6.18954 -2.66048
H -1.08474 -6.70129 -3.99395

---

Record 6
54
Properties=species:S:1:pos:R:3 method="wB97M-V/def2-TZVPD" spin_multiplicity=1 e_lumo_ev="-13.59 / -13.60" charge=+3 e_above_lowest_kj_mol=350.4 fmax_ev_per_a=5.427 e_homo_ev="-17.8 / -17.8" gap_ev="4.171 / 4.169" e_tot_ev=-56212.8566
Ce 0.56884 0.70610 -0.69064
P 2.22483 -0.95560 1.19726
C 1.37643 -2.60506 1.16222
C 0.03788 -2.68686 0.45121
N -0.63891 -1.61125 -0.04492
C -1.97118 -1.75150 -0.28232
C -2.63203 -2.95298 -0.03226
C -1.93410 -4.06968 0.42759
C -0.56974 -3.92662 0.61531
C -2.87682 -0.59758 -0.75252
P -2.07806 0.71027 -1.78833
H 0.10763 -4.71030 0.95591
H -3.69603 -2.95323 -0.23234
H -2.42615 -5.03634 0.58833
H -3.69875 -1.01253 -1.36944
H -3.31466 -0.11278 0.14417
H 2.11692 -3.39769 0.95787
H 1.09385 -2.87832 2.20559
H 2.55541 -2.85246 -3.42188
O 3.15363 -3.48987 -3.82856
H 2.61646 -4.30760 -3.91495
H 1.91844 1.87833 -0.48163
O 1.15979 1.16622 -2.73397
H 1.25825 0.61178 -3.53339
C -2.12915 -0.10407 -3.42714
H -3.15905 -0.30405 -3.75304
H -1.63918 0.57253 -4.13862
H -1.56529 -1.04584 -3.40611
C -3.39412 1.95005 -1.95195
H -2.99054 2.78367 -2.53762
H -4.30120 1.58013 -2.44616
H -3.65876 2.34818 -0.96670
C 2.46886 -1.18525 3.01280
H 3.23058 -1.97234 3.15736
H 2.74010 -0.25815 3.53141
H 1.52707 -1.55396 3.45418
C 3.92385 -1.21025 0.57054
H 4.42243 -0.22729 0.55944
H 4.47086 -1.89619 1.22983
H 3.92971 -1.60866 -0.45258
C -0.65657 1.26791 1.55137
C -0.18339 2.63771 1.64596
C 1.21164 2.92781 1.69189
C 1.68507 4.22340 1.51732
C 0.79367 5.28829 1.39950
C -0.59040 5.04204 1.44676
C -1.07788 3.74249 1.54507
H -0.13034 0.49680 2.12466
H -1.73183 1.11056 1.47196
H 1.93866 2.11736 1.81132
H 2.76201 4.39601 1.46256
H 1.18229 6.30332 1.33594
H -1.28263 5.88195 1.42068
H -2.14838 3.53141 1.54108

---

Record 7
56
Properties=species:S:1:pos:R:3 method="wB97M-V/def2-TZVPD" spin_multiplicity=2 e_lumo_ev="-8.26 / -8.38" charge=+2 e_above_lowest_kj_mol=0.0 fmax_ev_per_a=0.344 s_squared=0.766 e_homo_ev="-15.1 / -14.9" gap_ev="6.827 / 6.520" e_tot_ev=-114149.2866
Sn -4.24581 -2.64436 1.06438
C 2.30162 -1.51203 2.85702
C 1.24749 -1.96238 1.85917
C 0.06361 -2.60723 2.56390
C 1.83822 -2.90006 0.81779
O 0.68485 -0.79449 1.19751
Ge 1.53517 0.44952 0.28623
O -0.06354 1.20695 -0.39564
C -1.86818 0.69346 1.92859
C 2.41062 1.86560 1.25030
C -1.90219 1.62023 3.08354
C -2.46793 1.33818 -1.07359
O 2.17414 -0.21732 -1.17109
C 3.30431 0.23441 -1.98140
C 3.00321 1.62229 -2.52652
C 3.38872 -0.77917 -3.10916
C 4.57070 0.21083 -1.14002
H 2.73099 -2.36990 3.37417
H 1.87513 -0.83911 3.60258
H 3.12398 -1.00109 2.34741
H 0.37935 -3.48369 3.12913
H -0.67801 -2.92219 1.82464
H -0.39483 -1.89753 3.25561
H 2.15726 -3.83289 1.28331
H 2.70719 -2.45129 0.33475
H 1.10076 -3.12870 0.04777
H 2.82212 1.49924 2.18908
H 1.67040 2.63826 1.45827
H 3.20994 2.29694 0.65454
H -0.97343 2.18599 3.18139
H -2.02780 1.03277 3.99447
H -2.75512 2.29985 3.02959
H -1.48656 2.30695 0.69173
H -1.94173 2.15919 -1.55049
H -1.35468 -0.37337 0.17413
H 2.05851 1.61465 -3.07124
H 3.78992 1.93861 -3.21111
H 2.94472 2.36819 -1.73139
H 2.46552 -0.78313 -3.68823
H 3.55587 -1.77873 -2.70900
H 4.21493 -0.53020 -3.77546
H 4.47796 0.83237 -0.24534
H 5.41138 0.59717 -1.71648
H 4.80961 -0.80791 -0.83356
Cl -1.44094 0.93265 0.44634
C -3.70695 0.92742 -1.36086
C -4.46310 1.66140 -2.36882
C -5.75895 1.40469 -2.57536
C -6.43140 0.37136 -1.82626
C -5.76396 -0.36950 -0.92474
Cl -6.58850 -1.66466 -0.09399
C -4.32896 -0.23141 -0.66738
N -3.61320 -1.03401 0.04807
H -3.96094 2.44890 -2.91475
H -6.32945 1.96972 -3.29847
H -7.48205 0.18852 -2.01504

---

Record 8
56
Properties=species:S:1:pos:R:3 method="wB97M-V/def2-TZVPD" spin_multiplicity=1 e_lumo_ev="0.28 / 0.23" fmax_ev_per_a=3.083 e_homo_ev="-7.6 / -4.3" gap_ev="7.859 / 4.548" e_tot_ev=-99782.5846
C -0.88936 2.90144 -2.55977
C -0.96595 2.00618 -1.48926
N 0.10753 1.81811 -0.65237
C 1.30708 2.37211 -0.99582
C 1.39057 3.34803 -1.98587
C 0.26462 3.66108 -2.73013
C -2.35934 1.47116 -0.99463
P -2.14930 0.10117 0.36523
Ga 0.03015 0.69106 1.11412
P 2.32615 0.26648 0.52271
C 2.56625 1.95826 -0.26926
C -0.00629 -1.20267 1.93533
C -0.49902 -1.22847 3.22931
C -0.58855 -2.43174 3.92924
C -0.18635 -3.63078 3.33772
C 0.26751 -3.62327 2.01185
C 0.31248 -2.40916 1.29152
O -2.54368 -1.04398 -5.64553
O 1.83348 -1.39717 -3.94765
H -1.84079 3.10964 -3.06951
H 2.34627 3.82119 -2.18343
H 0.26862 4.40941 -3.50694
C -3.53150 0.73478 1.31510
C -2.56704 -1.51979 -0.31767
H 3.42537 1.87131 -0.95222
H 2.82107 2.66167 0.54062
H -3.16866 1.22588 -1.75006
H -2.90620 2.20556 -0.33549
C 3.49750 -0.05756 1.86205
C 2.92629 -0.82405 -0.78747
H -0.84734 -0.30712 3.69070
H -0.98268 -2.42812 4.93754
H -0.24883 -4.57296 3.88429
H 0.56627 -4.56869 1.53399
H 0.56944 -2.41479 0.21753
H 1.53175 -1.84962 -3.16968
H 2.43971 -1.98304 -4.43665
H -2.54672 -1.34358 -4.67465
H -2.28322 -0.08333 -5.55517
H -1.27883 -5.66898 -1.63885
H -4.34023 0.86802 0.60048
H -3.88724 0.08416 2.09714
H -3.31003 1.68988 1.78343
H -3.64086 -1.53486 -0.51427
H -1.99466 -1.69952 -1.23613
H -2.34012 -2.30873 0.40653
H 3.98830 -0.63464 -1.01528
H 2.91226 -1.86608 -0.44054
H 2.23222 -0.63814 -1.62608
H 4.48392 -0.17072 1.38514
H 3.47009 0.74943 2.61219
H 3.17590 -1.01601 2.30239
O 1.36036 2.20632 2.61363
C 0.22340 2.62817 2.91425
O -0.86596 2.13104 2.39381
H 0.12419 3.46606 3.65252